*one*
{"formula": "C4H5NS2", "method": "the ωB97M-V functional and the def2-TZVPD basis", "elements": ["S", "C", "N", "C", "C", "C", "S", "H", "H", "H", "H", "H"], "xyz": [[3.281, 0.248, 0.135], [1.626, 0.334, -0.130], [0.885, -0.794, -0.425], [-0.509, -0.585, -0.451], [-1.116, -0.032, 0.859], [-0.863, 0.897, -0.257], [0.676, 1.797, -0.152], [1.423, -1.621, -0.394], [-1.139, -1.186, -1.103], [-2.147, -0.324, 1.062], [-0.413, -0.014, 1.668], [-1.704, 1.280, -0.812]], "mulliken_charge": [-0.344, 0.180, -0.176, -0.257, -0.676, -0.109, -0.139, 0.194, 0.378, 0.260, 0.284, 0.404], "smiles": "S=C1N[C@H]2C[C@H]2S1", "charge": 0, "spin_multiplicity": 1, "gap_ev": 9.0}



*two*
{"formula": "C4H5NS2", "method": "the ωB97M-V functional and the def2-TZVPD basis", "elements": ["S", "C", "C", "C", "N", "C", "S", "H", "H", "H", "H", "H"], "xyz": [[2.657, -0.712, 0.000], [1.195, -0.161, 0.305], [0.482, 0.933, -0.484], [-0.150, 2.066, 0.298], [-0.948, 1.093, -0.349], [-1.888, 0.266, 0.144], [-2.015, -1.338, -0.047], [0.619, -0.528, 1.138], [0.929, 1.134, -1.476], [-0.241, 3.067, -0.119], [-0.118, 2.083, 1.360], [-2.652, 0.768, 0.722]], "mulliken_charge": [-0.252, -0.359, 0.152, -0.471, -0.125, -0.119, -0.277, 0.297, 0.340, 0.221, 0.286, 0.306], "smiles": "S=C[C@@H]1CN1C=S", "charge": 0, "spin_multiplicity": 1, "gap_ev": 8.2}



*one* has the most favorable energy; the next structure is 34.0 kcal/mol above.



*one*
{"formula": "C5H7BrN2", "method": "the ωB97M-V functional and the def2-TZVPD basis", "elements": ["C", "C", "C", "C", "C", "N", "N", "Br", "H", "H", "H", "H", "H", "H", "H"], "xyz": [[2.244, -1.239, -0.070], [1.298, -0.289, -0.486], [0.537, -1.311, 1.288], [-1.347, 1.408, -1.004], [-1.261, 0.805, 0.342], [1.730, -1.829, 1.051], [0.237, -0.360, 0.372], [-2.780, -0.312, 0.805], [3.142, -1.572, -0.423], [1.392, 0.170, -1.391], [-0.054, -1.616, 2.177], [-2.299, 1.902, -0.916], [-0.537, 2.209, -1.175], [-1.274, 0.623, -1.785], [-1.027, 1.411, 1.215]], "mulliken_charge": [-0.422, -0.443, -0.103, -1.097, 0.128, -0.627, 0.026, -0.089, 0.470, 0.407, 0.328, 0.423, 0.295, 0.336, 0.369], "charge": 0, "spin_multiplicity": 1, "gap_ev": 8.8}



*two*
{"formula": "C5H7BrN2", "method": "the ωB97M-V functional and the def2-TZVPD basis", "elements": ["C", "C", "N", "C", "C", "N", "C", "Br", "H", "H", "H", "H", "H", "H", "H"], "xyz": [[-0.351, 2.273, -0.243], [0.311, 1.333, 0.380], [1.040, 0.610, 1.020], [1.438, -0.776, 0.767], [0.237, -1.575, 0.352], [-0.162, -1.076, -0.994], [-1.089, -0.271, -1.138], [-2.777, -0.031, 0.047], [0.286, 3.018, -0.696], [-1.445, 2.351, -0.175], [2.071, -0.764, -0.173], [1.970, -1.173, 1.545], [0.444, -2.721, 0.194], [-0.456, -1.479, 1.128], [-1.517, 0.281, -2.014]], "mulliken_charge": [-1.186, 0.996, -0.450, -0.527, -0.349, -0.393, -0.190, -0.215, 0.257, 0.302, 0.294, 0.381, 0.321, 0.326, 0.433], "smiles": "C=C=NCC/N=C\\Br", "charge": 0, "spin_multiplicity": 1, "gap_ev": 9.1}



*three*
{"formula": "C5H7BrN2", "method": "the ωB97M-V functional and the def2-TZVPD basis", "elements": ["C", "N", "N", "C", "C", "C", "C", "Br", "H", "H", "H", "H", "H", "H", "H"], "xyz": [[-0.586, -2.533, -0.242], [-1.040, -1.494, 0.288], [-1.778, -0.530, -0.028], [-1.651, 0.702, 0.015], [-0.301, 1.444, 0.295], [0.875, 0.505, 0.363], [1.966, 0.915, -0.232], [3.540, -0.075, -0.405], [-0.319, -3.332, 0.499], [-0.475, -2.508, -1.264], [-2.436, 1.194, -0.230], [-0.412, 1.928, 1.306], [-0.120, 2.235, -0.550], [0.749, -0.429, 0.872], [1.989, 1.978, -0.686]], "mulliken_charge": [-0.389, -0.269, -0.281, -0.333, -0.374, -0.156, -0.492, -0.168, 0.249, 0.344, 0.558, 0.220, 0.293, 0.543, 0.254], "smiles": "C=N/N=C\\C/C=C/Br", "charge": 0, "spin_multiplicity": 1, "gap_ev": 9.8}



*one* has the most favorable energy; the next structure is 22.1 kcal/mol above.